No. 1
ORCA calculation (ωB97M-V/def2-TZVPD) on a molecular structure, C29H37FN5O4Pt.

XYZ file:
```
77
C29H37FN5O4Pt, DFT ωB97M-V/def2-TZVPD
Pt -0.10 -0.01 -0.01
C -2.78 -3.55 5.43
C -2.00 -3.03 4.25
C -0.72 -3.51 3.96
C 0.00 -3.03 2.88
C 1.33 -3.60 2.58
N 2.43 -3.07 2.97
C 2.54 -1.84 3.80
C 2.36 -0.56 3.00
C 3.58 0.16 2.45
N 4.45 -0.57 1.51
C 4.73 -0.24 0.28
C 4.07 0.70 -0.56
C 4.92 1.49 -1.37
C 4.47 2.58 -2.08
C 5.38 3.45 -2.89
C 3.10 2.85 -1.99
C 2.20 2.03 -1.31
C 0.82 2.42 -1.35
N -0.21 1.79 -0.91
C -1.53 2.42 -1.00
C -2.53 1.45 -1.59
C -3.11 0.53 -0.54
N -2.09 -0.14 0.31
C -2.54 -0.78 1.33
C -1.83 -1.63 2.25
C -2.54 -2.11 3.37
C -0.53 -2.09 1.99
O 0.18 -1.75 0.93
C 2.66 0.89 -0.61
O 1.90 -0.01 -0.06
H -2.12 -3.86 6.23
H -3.38 -4.42 5.14
H -3.46 -2.79 5.81
H -0.29 -4.26 4.61
H 1.42 -4.53 2.02
H 3.28 -3.56 2.72
H 3.49 -1.92 4.32
H 1.75 -1.92 4.53
H 1.89 0.17 3.66
H 1.65 -0.74 2.20
H 4.25 0.46 3.26
H 3.25 1.06 1.94
H 5.12 -1.20 1.93
H 5.64 -0.69 -0.11
H 5.98 1.26 -1.37
H 6.43 3.28 -2.63
H 5.17 4.51 -2.73
H 5.27 3.25 -3.96
H 2.71 3.72 -2.50
H 0.62 3.39 -1.80
H -1.44 3.32 -1.61
H -1.82 2.73 0.01
H -2.06 0.88 -2.39
H -3.36 1.99 -2.04
H -3.73 -0.25 -1.00
H -3.75 1.11 0.13
H -3.62 -0.70 1.50
H -3.54 -1.74 3.54
O 0.94 -0.03 -3.12
C 0.19 -0.94 -2.80
O -0.37 -1.14 -1.66
C -0.20 -2.00 -3.83
N 0.56 -1.70 -5.10
C -0.45 -1.54 -6.22
C -1.65 -2.32 -5.72
C -1.68 -1.98 -4.23
H 0.10 -2.98 -3.47
H 1.22 -2.44 -5.32
H 1.09 -0.83 -4.91
H -0.01 -1.89 -7.15
H -0.66 -0.47 -6.31
H -1.51 -3.39 -5.88
H -2.56 -2.02 -6.24
H -2.26 -2.68 -3.64
H -2.09 -0.98 -4.08
F 0.06 0.95 1.66
```

LUMO ... -8.29 eV
E_tot ... -1920.35016 Ha
Kohn-Sham gap ... 7.4 eV
Net charge ... +3

***

No. 2
ORCA calculation (ωB97M-V/def2-TZVPD) on a molecular structure, C29H38BCl49FN2O.

XYZ file:
```
121
C29H38BCl49FN2O, DFT ωB97M-V/def2-TZVPD
C -1.39 -0.10 -6.97
C -1.43 0.58 -5.48
F -1.38 -0.54 -4.48
C -0.27 1.72 -5.20
N 0.01 1.66 -3.69
C -0.98 2.45 -2.82
C -0.86 2.49 -1.19
C 0.39 1.65 -0.51
C 1.45 0.80 -1.48
B 2.64 -0.03 -0.70
O 3.27 -1.29 -1.14
N 3.11 0.55 0.65
C 4.54 0.15 0.95
C 2.28 -0.14 1.74
C 1.20 0.87 -3.10
C 2.27 0.07 -4.09
C 3.48 1.17 -4.39
C 4.98 0.61 -4.02
Cl 5.53 -0.86 -5.01
H -1.80 -1.20 -6.84
H -0.30 -0.21 -7.43
H -2.14 0.42 -7.75
H -2.48 1.12 -5.32
H 0.69 1.61 -5.86
H -0.77 2.77 -5.48
H -1.90 3.02 -3.31
H -1.64 3.11 -0.57
H 0.49 1.70 0.66
H 4.06 -1.14 -1.73
H 5.33 0.63 0.20
H 4.81 0.62 2.01
H 4.71 -1.01 1.04
H 1.17 -0.30 1.36
H 2.22 0.53 2.71
H 2.70 -1.19 2.04
H 1.78 -0.17 -5.13
H 2.65 -0.94 -3.65
H 3.38 1.54 -5.49
H 3.30 2.12 -3.70
H 5.74 1.49 -4.28
H 5.15 0.37 -2.88
C -1.00 -2.32 3.36
Cl -1.15 -3.01 4.99
Cl -1.08 -0.55 3.43
Cl 0.50 -2.85 2.59
H -1.84 -2.68 2.76
C 1.45 -5.42 7.16
Cl 1.32 -4.86 5.49
Cl 2.65 -4.46 8.05
Cl -0.12 -5.35 7.97
H 1.79 -6.46 7.15
C -0.21 -8.55 4.50
Cl -0.74 -6.88 4.23
Cl 1.54 -8.70 4.22
Cl -0.63 -9.08 6.14
H -0.73 -9.19 3.78
C 2.56 4.33 -7.32
Cl 2.69 4.14 -5.56
Cl 3.24 2.92 -8.15
Cl 0.87 4.58 -7.79
H 3.13 5.21 -7.61
C -1.43 6.14 0.23
Cl -1.30 5.95 1.99
Cl -0.75 4.72 -0.59
Cl -3.12 6.39 -0.24
H -0.86 7.02 -0.06
C -7.41 6.33 0.34
Cl -7.90 4.63 0.44
Cl -6.60 6.84 1.83
Cl -6.36 6.59 -1.06
H -8.31 6.94 0.21
C -1.68 -2.97 -1.89
Cl -0.90 -4.36 -1.13
Cl -3.40 -2.92 -1.47
Cl -0.88 -1.46 -1.40
H -1.60 -3.07 -2.97
C 0.60 -6.69 11.37
Cl 0.29 -5.03 11.90
Cl 2.31 -7.10 11.56
Cl -0.42 -7.83 12.28
H 0.34 -6.77 10.32
C -5.77 0.92 -0.44
Cl -4.15 1.49 -0.88
Cl -6.20 1.45 1.19
Cl -6.97 1.48 -1.61
H -5.76 -0.18 -0.45
C 7.78 -2.71 -2.52
Cl 8.56 -4.11 -1.77
Cl 6.06 -2.66 -2.10
Cl 8.58 -1.21 -2.04
H 7.86 -2.81 -3.61
C 3.59 -4.42 14.03
Cl 3.06 -2.75 13.77
Cl 5.33 -4.57 13.75
Cl 3.17 -4.95 15.67
H 3.07 -5.06 13.32
C -9.78 5.73 -3.04
Cl -8.98 7.22 -3.58
Cl -8.76 4.32 -3.36
Cl -10.17 5.84 -1.31
H -10.72 5.62 -3.60
C 3.36 6.38 -2.68
Cl 3.06 8.05 -2.15
Cl 5.08 5.97 -2.49
Cl 2.35 5.25 -1.77
H 3.10 6.30 -3.74
C 3.03 -3.74 -4.88
Cl 2.85 -3.69 -6.64
Cl 1.45 -3.80 -4.09
Cl 4.02 -5.13 -4.39
H 3.54 -2.83 -4.56
C -0.37 -8.54 -0.84
Cl 1.25 -7.96 -1.27
Cl -0.80 -8.00 0.80
Cl -1.56 -7.97 -2.01
H -0.36 -9.63 -0.85
C -8.05 9.90 3.90
Cl -8.68 10.35 5.49
Cl -9.33 9.25 2.88
Cl -7.27 11.29 3.12
H -7.29 9.12 4.04
```

LUMO ... -4.31 eV
E_tot ... -23986.01306 Ha
Kohn-Sham gap ... 7.2 eV
Net charge ... +1

***

No. 3
ORCA calculation (ωB97M-V/def2-TZVPD) on a molecular structure, C29H38CaN4OP2.

XYZ file:
```
75
C29H38CaN4OP2, DFT ωB97M-V/def2-TZVPD
Ca -0.91 0.19 2.16
C -2.63 -4.28 0.32
C -1.73 -3.95 -0.62
C -2.15 -3.50 -1.97
C -3.23 -2.43 -2.06
C -3.13 -1.31 -1.07
C -3.77 -1.40 0.11
C -4.64 -2.61 0.34
C -4.08 -4.06 0.08
C 1.31 3.27 2.86
H -2.42 -4.91 1.21
H -0.74 -4.36 -0.53
H -2.55 -4.45 -2.35
H -1.33 -3.20 -2.64
H -3.23 -1.98 -3.07
H -4.23 -2.89 -1.96
H -2.67 -0.41 -1.46
H -3.96 -0.55 0.75
H -5.50 -2.44 -0.34
H -5.01 -2.69 1.37
H -4.60 -4.73 0.79
H -4.38 -4.44 -0.92
H 2.15 3.29 3.60
H 0.44 3.87 3.25
H 1.73 3.71 1.91
P 0.13 2.21 -0.23
P 2.39 -0.17 -0.14
N -1.55 2.30 0.51
N 0.21 3.59 -1.27
N 1.23 -1.26 1.06
N 3.65 -1.56 -0.38
C -0.11 0.62 -1.23
C 1.19 -0.21 -1.51
C -1.91 2.56 1.89
C -3.24 2.98 1.91
C -3.71 2.97 0.58
C -2.68 2.58 -0.24
C 0.33 4.95 -0.87
C 0.69 5.71 -1.97
C 0.86 4.81 -3.07
C 0.65 3.53 -2.61
C 1.22 -1.29 2.49
C 0.22 -2.15 2.94
C -0.13 -2.93 1.82
C 0.41 -2.31 0.69
C 3.78 -2.92 -0.70
C 5.12 -3.25 -1.04
C 5.89 -2.06 -0.79
C 4.97 -1.09 -0.39
H -0.56 1.04 -2.15
H -0.92 -0.09 -0.93
H 0.97 -1.26 -1.75
H 1.59 0.21 -2.46
H -1.13 2.73 2.64
H -3.77 3.27 2.81
H -4.73 3.23 0.29
H -2.64 2.51 -1.31
H 0.13 5.19 0.16
H 0.83 6.78 -1.97
H 1.11 5.11 -4.08
H 0.77 2.59 -3.11
H 1.97 -0.70 3.01
H -0.11 -2.27 3.97
H -0.68 -3.86 1.90
H 0.14 -2.41 -0.35
H 2.94 -3.56 -0.68
H 5.59 -4.16 -1.45
H 6.95 -1.88 -0.91
H 5.12 -0.07 -0.09
C 5.05 2.68 1.87
C 3.80 2.67 1.10
O 3.13 2.91 0.17
H 5.21 1.57 2.19
H 5.03 3.37 2.78
H 5.86 3.05 1.16
```

LUMO (alpha / beta) ... 0.04 / 0.04 eV
E_tot ... -2781.98719 Ha
Kohn-Sham gap (alpha / beta) ... 4.1 / 5.0 eV

***

No. 4
ORCA calculation (ωB97M-V/def2-TZVPD) on a molecular structure, C29H38GeN2O2Re.

XYZ file:
```
73
C29H38GeN2O2Re, DFT ωB97M-V/def2-TZVPD
Re -0.87 0.67 -0.33
C -3.49 -0.89 0.75
C -2.58 -1.03 -0.46
C -2.68 -0.06 -1.50
C -3.91 0.85 -1.52
C -1.92 -0.27 -2.67
C -1.94 0.76 -3.78
C -1.24 -1.50 -2.87
C -0.64 -1.78 -4.22
C -1.22 -2.47 -1.87
C -0.42 -3.75 -2.07
C -1.91 -2.25 -0.67
C -1.99 -3.29 0.40
H -4.41 -1.45 0.60
H -3.77 0.15 0.92
H -3.01 -1.26 1.65
H -3.91 1.62 -0.76
H -4.80 0.23 -1.36
H -4.03 1.33 -2.48
H -2.74 0.54 -4.50
H -1.00 0.77 -4.33
H -2.11 1.76 -3.40
H 0.39 -1.43 -4.29
H -1.21 -1.29 -5.01
H -0.65 -2.85 -4.44
H -1.04 -4.58 -2.41
H 0.05 -4.06 -1.13
H 0.37 -3.61 -2.80
H -1.50 -2.96 1.32
H -1.56 -4.24 0.10
H -3.04 -3.48 0.66
N -2.34 5.23 3.87
C -2.27 4.90 2.77
C -2.14 4.48 1.40
C -2.16 5.39 0.35
C -1.98 4.92 -0.94
C -1.78 3.57 -1.13
N -1.77 2.68 -0.13
C -1.94 3.14 1.12
H -2.32 6.44 0.54
H -1.97 5.59 -1.78
H -1.63 3.16 -2.13
H -1.92 2.41 1.92
O 1.71 -0.39 0.80
C 1.52 0.81 1.30
O 0.58 1.52 0.86
C 2.36 1.29 2.38
C 2.40 2.66 2.63
C 3.17 3.15 3.67
C 3.89 2.27 4.47
C 3.83 0.90 4.25
C 3.07 0.41 3.21
H 1.83 3.33 2.00
H 3.20 4.21 3.86
H 4.48 2.65 5.30
H 4.38 0.22 4.89
H 2.97 -0.66 3.06
C 4.86 -1.26 0.99
Ge 3.28 -2.20 0.48
C 2.33 -3.31 1.72
C 3.14 -2.58 -1.39
C 0.70 -0.75 -0.33
H 5.69 -1.68 0.40
H 5.08 -1.38 2.05
H 4.76 -0.21 0.75
H 3.06 -4.03 2.11
H 1.53 -3.86 1.23
H 1.94 -2.73 2.55
H 3.92 -3.31 -1.60
H 3.33 -1.69 -1.98
H 2.17 -3.01 -1.64
H 0.54 -1.82 -0.18
H 1.29 -0.63 -1.25
```

LUMO (alpha / beta) ... -6.53 / -6.17 eV
E_tot ... -3542.40762 Ha
Multiplicity ... 2
Kohn-Sham gap (alpha / beta) ... 6.8 / 6.6 eV
Net charge ... +2

***

No. 5
ORCA calculation (ωB97M-V/def2-TZVPD) on a molecular structure, C29H38HfN2O6PS3Se.

XYZ file:
```
81
C29H38HfN2O6PS3Se, DFT ωB97M-V/def2-TZVPD
Hf 0.67 -1.01 0.43
C 3.08 -0.09 3.56
C 4.26 0.05 2.60
S 3.78 0.19 0.86
C 4.88 -0.99 0.09
C 4.67 -2.43 0.54
S 2.95 -2.98 0.50
C 2.87 -3.78 2.11
C 2.93 -2.84 3.31
S 1.87 -1.37 3.18
H 2.49 0.83 3.59
H 3.44 -0.28 4.57
H 4.94 -0.79 2.69
H 4.81 0.95 2.87
H 5.91 -0.69 0.26
H 4.67 -0.88 -0.98
H 5.04 -2.58 1.55
H 5.21 -3.10 -0.12
H 3.67 -4.51 2.16
H 1.93 -4.32 2.09
H 3.94 -2.48 3.49
H 2.61 -3.39 4.20
C 1.54 -2.46 -3.52
O 1.74 -1.02 -3.68
C 1.85 -0.28 -2.61
O 1.80 -0.74 -1.45
N 2.09 0.99 -2.92
N 2.21 1.96 -1.94
H 1.24 -2.82 -4.50
H 0.77 -2.66 -2.79
H 2.48 -2.92 -3.22
H 2.10 1.23 -3.90
H 1.59 2.72 -2.16
H 3.16 2.27 -1.87
C -4.27 2.31 -1.09
C -4.50 0.88 -0.67
C -5.81 0.39 -0.71
C -6.13 -0.90 -0.32
C -5.14 -1.75 0.15
C -3.84 -1.28 0.21
C -3.50 0.00 -0.21
P -1.74 0.43 -0.07
C -1.35 1.64 -1.39
C -0.94 2.93 -1.06
C -0.58 3.84 -2.05
C -0.61 3.45 -3.38
C -1.02 2.17 -3.72
C -1.39 1.24 -2.74
C -1.89 -0.13 -3.17
C -1.66 1.35 1.48
C -2.78 1.74 2.21
C -2.64 2.34 3.45
C -1.36 2.51 3.98
C -0.25 2.10 3.25
C -0.38 1.51 2.00
C 0.80 1.10 1.17
H -5.22 2.86 -1.07
H -3.88 2.37 -2.11
H -3.57 2.83 -0.44
H -6.59 1.06 -1.04
H -7.16 -1.24 -0.39
H -5.37 -2.76 0.46
H -3.08 -1.95 0.60
H -0.94 3.25 -0.02
H -0.28 4.85 -1.78
H -0.34 4.15 -4.16
H -1.07 1.87 -4.76
H -1.63 -0.33 -4.21
H -2.98 -0.19 -3.08
H -1.48 -0.93 -2.55
H -3.78 1.58 1.80
H -3.51 2.66 4.01
H -1.24 2.96 4.95
H 0.74 2.25 3.68
H 1.70 1.34 1.72
H 0.83 1.70 0.26
O -0.40 -2.25 -0.91
Se -0.75 -3.31 0.36
O 0.52 -4.29 0.52
O -0.56 -2.09 1.57
O -2.20 -4.00 0.31
```

LUMO ... -2.10 eV
E_tot ... -5674.02610 Ha
Kohn-Sham gap ... 8.7 eV
Net charge ... +1